DFT (ωB97M-V/def2-TZVPD) results for a structure of composition C19H19N3O4RuS2Se in a non-equilibrium geometry.

The geometry in XYZ format:
```
49
Properties=species:S:1:pos:R:3:nbo_charge:R:1
Ru -0.16580 0.14780 -0.27700 0.908
C 0.79320 1.29440 3.54720 -0.656
C -0.32880 0.77980 2.70460 0.041
C -0.54270 -0.59200 2.53860 -0.267
C -1.61050 -1.07630 1.77810 0.014
C -1.94890 -2.53970 1.76740 -0.640
C -2.44220 -0.15150 1.12030 -0.228
C -2.25680 1.22740 1.29030 0.012
C -3.20330 2.21860 0.68370 -0.640
C -1.21380 1.67330 2.10590 -0.224
H 0.40730 1.88910 4.37330 0.211
H 1.42750 1.93300 2.93180 0.287
H 1.39540 0.47900 3.93840 0.203
H 0.11530 -1.29130 3.04270 0.217
H -2.93910 -2.67720 2.20070 0.219
H -1.22330 -3.10840 2.34410 0.215
H -1.97050 -2.93300 0.75210 0.238
H -3.29700 -0.51280 0.55480 0.227
H -3.85840 2.62030 1.45840 0.214
H -3.81130 1.75430 -0.08920 0.218
H -2.64220 3.03990 0.24120 0.254
H -1.08500 2.73560 2.25780 0.229
S -1.16650 -2.00000 -1.46410 -0.118
C -0.41090 -1.14870 -2.77530 -0.242
S -0.90540 0.49280 -2.86600 0.145
C 0.45600 -1.77510 -3.64320 -0.477
C 0.82830 -3.11460 -3.45950 0.322
N 1.14800 -4.21000 -3.31120 -0.377
C 1.09510 -1.11750 -4.70510 0.311
N 1.63140 -0.65020 -5.60820 -0.349
C 4.55040 -3.67970 2.50340 -0.635
C 3.52310 -2.85480 1.79180 0.024
C 3.64670 -1.47730 1.66140 -0.262
C 2.65650 -0.75510 1.01070 0.066
N 1.58510 -1.33610 0.48260 -0.471
C 1.46980 -2.65780 0.57250 0.043
C 2.39510 -3.44550 1.22870 -0.224
H 5.39980 -3.07320 2.80770 0.216
H 4.90580 -4.47570 1.85190 0.225
H 4.11960 -4.14700 3.38920 0.221
H 4.51710 -0.96640 2.04770 0.217
H 2.71650 0.32490 0.90800 0.270
H 0.60000 -3.09800 0.10210 0.229
H 2.24860 -4.51290 1.27690 0.208
O 1.84230 2.26920 0.88180 -1.134
Se 1.33890 2.37380 -0.64410 2.779
O 1.70530 0.92770 -1.36950 -0.956
O -0.31110 2.42490 -0.61370 -1.043
O 1.97430 3.61210 -1.38980 -1.041
```

- molecular weight (g mol⁻¹) = 597.54
- expectation value of S² = 0.959
- E_LUMO (alpha / beta) (eV) = 0.72 / 1.87
- E_HOMO (alpha / beta) (eV) = -5.22 / -5.52
- Kohn-Sham gap (alpha / beta) (eV) = 5.9 / 7.4
- spin multiplicity = 2
- E (eV) = -122267.8816
- energy above the lowest of the compared OMol25 structures with the same formula, charge and spin (eV) = 3.946
- strongest force on any atom (eV Å⁻¹) = 4.0
- total charge = -1

DFT (ωB97M-V/def2-TZVPD) results for a structure of composition C19H19N3OPtS2 in a non-equilibrium geometry.

The geometry in XYZ format:
```
45
Properties=species:S:1:pos:R:3:nbo_charge:R:1
Pt -15.05745 7.65659 -1.08298 0.864
C -18.10051 5.87538 -3.60263 -0.684
C -17.02240 6.02235 -2.66567 0.189
N -16.68748 7.27356 -2.26145 -0.394
N -17.48030 8.35746 -2.67835 -0.207
C -17.01542 9.53182 -2.25313 -0.235
S -15.48882 9.80487 -1.46358 0.162
S -18.05481 11.05267 -2.27237 0.206
C -19.25834 10.53269 -0.93319 -0.543
C -18.58142 9.98274 0.28926 0.057
C -18.75850 8.56550 0.55214 -0.240
C -18.12994 8.02102 1.69681 -0.187
C -17.36427 8.83802 2.53859 -0.232
C -17.28663 10.20600 2.28576 -0.198
C -17.85641 10.77464 1.13705 -0.257
C -16.57122 4.78905 -2.05613 -0.155
C -17.09384 3.56267 -2.40348 -0.194
C -17.05727 2.48401 -1.46826 -0.264
C -16.41475 2.60760 -0.26649 -0.204
C -15.53170 3.72159 -0.06720 -0.323
C -15.55967 4.77309 -0.97289 0.365
O -14.68166 5.73817 -0.83151 -0.760
H -18.45393 6.83980 -3.88220 0.247
H -18.92568 5.26649 -3.22783 0.224
H -17.86164 5.46904 -4.59750 0.221
H -19.89392 9.77563 -1.40898 0.227
H -19.88518 11.41365 -0.69134 0.234
H -19.47441 7.98257 0.05501 0.217
H -18.21584 6.94989 1.92491 0.219
H -16.88629 8.43518 3.39591 0.212
H -16.74199 10.88728 2.94718 0.209
H -17.72004 11.87295 0.98018 0.222
H -17.59946 3.43797 -3.33444 0.208
H -17.71005 1.61429 -1.68957 0.208
H -16.60556 1.81727 0.48598 0.209
H -14.96038 3.86904 0.81656 0.214
C -11.06152 9.96964 1.42145 -0.612
C -11.09767 8.52939 1.02986 -0.508
C -12.36174 8.07497 0.36837 0.457
N -13.38077 7.98818 -0.22177 -0.391
H -10.03634 10.36712 1.51202 0.238
H -11.67870 10.19449 2.28317 0.230
H -11.43956 10.65097 0.55379 0.225
H -10.90513 7.89182 1.90972 0.260
H -10.30759 8.23001 0.28231 0.263
```

- molecular weight (g mol⁻¹) = 564.59
- expectation value of S² = 2.036
- E_LUMO (alpha / beta) (eV) = 0.08 / -2.65
- E_HOMO (alpha / beta) (eV) = -5.03 / -7.33
- Kohn-Sham gap (alpha / beta) (eV) = 5.1 / 4.7
- spin multiplicity = 3
- E (eV) = -51442.4904
- energy above the lowest of the compared OMol25 structures with the same formula, charge and spin (eV) = 0.000
- strongest force on any atom (eV Å⁻¹) = 5.9

DFT (ωB97M-V/def2-TZVPD) results for the molecule C19H19N7O in a non-equilibrium geometry.

The geometry in XYZ format:
```
46
Properties=species:S:1:pos:R:3:nbo_charge:R:1
N 6.70788 2.40324 1.20007 -0.256
C 5.57525 2.23469 1.00068 0.257
N 0.18084 1.39221 -5.24560 -0.241
N 3.58567 1.04703 1.08416 -0.452
N 1.55891 1.73825 0.07810 -0.546
N -3.39566 -3.02971 1.44785 -0.430
O 1.69176 -0.11874 1.51499 -0.475
C 0.83895 2.47043 -4.90953 -0.054
C 0.21188 1.51545 -2.99249 -0.073
C 0.96792 2.56332 -3.45840 -0.153
C 2.26932 0.92101 0.83934 0.702
C -4.12719 -4.13321 1.59367 0.041
C 4.21088 2.07762 0.60930 0.145
C 2.21667 2.73883 -0.45282 0.423
C -2.53413 -2.66259 2.42494 0.208
C 3.54268 2.97281 -0.24090 -0.330
C -3.96795 -4.99126 2.65153 -0.266
C -2.39222 -3.46346 3.57026 -0.253
C -3.11209 -4.66811 3.69603 -0.163
N -0.27831 0.84424 -4.08994 -0.178
N 1.39282 3.53589 -1.21246 -0.600
C -1.27262 -0.26634 -3.94422 -0.406
C 1.68128 3.62974 -2.67249 -0.226
C 0.38121 -0.53520 1.12353 -0.070
C -0.96331 -0.60895 3.34540 -0.404
C -0.23052 -1.36407 2.24091 -0.228
C -1.79350 -1.35633 2.25289 -0.256
H 1.28955 3.11127 -5.63764 0.207
H -0.04316 1.27411 -1.96572 0.231
H -4.88552 -4.38440 0.86092 0.193
H 4.02183 3.87657 -0.61667 0.243
H -4.58021 -5.85981 2.72920 0.214
H -1.72655 -3.10286 4.34921 0.211
H -3.07097 -5.34006 4.55158 0.222
H 0.41579 3.38070 -1.00688 0.390
H -2.12642 0.04970 -3.31172 0.210
H -1.71679 -0.59103 -4.87648 0.232
H -0.75654 -1.10457 -3.50474 0.208
H 2.74058 3.55899 -2.85147 0.214
H 1.32807 4.60022 -3.05606 0.210
H 0.38751 -1.11653 0.22060 0.188
H -0.25376 0.36823 0.96985 0.192
H -0.93144 -1.04567 4.35413 0.221
H -0.99420 0.47485 3.29006 0.226
H 0.27253 -2.32915 2.47952 0.235
H -2.31674 -0.70738 1.56752 0.236
```

- SMILES = Cn1cc(CNc2cc(C#N)nc(OC[C@H]3C[C@@H]3c3ccccn3)n2)cn1
- molecular weight (g mol⁻¹) = 361.41
- E_LUMO (eV) = -0.16
- E_HOMO (eV) = -9.06
- Kohn-Sham gap (eV) = 8.9
- spin multiplicity = 1
- E (eV) = -32487.2461
- energy above the lowest of the compared OMol25 structures with the same formula, charge and spin (eV) = 3.980
- strongest force on any atom (eV Å⁻¹) = 2.8

DFT (ωB97M-V/def2-TZVPD) results for a structure of composition C19H19NO3 in a non-equilibrium geometry.

The geometry in XYZ format:
```
42
Properties=species:S:1:pos:R:3:nbo_charge:R:1
C 2.69705 1.86381 4.81192 -0.615
C 2.04009 1.59608 3.40093 0.040
C 2.53363 0.69762 2.45148 -0.227
C 1.98769 0.62611 1.28721 -0.252
C 0.95330 1.26565 1.00251 0.013
C 0.24062 2.20022 2.10002 -0.122
C 0.84995 2.50094 3.31327 -0.178
H 0.52108 2.83117 4.06670 0.166
H -0.66239 2.52207 1.96202 0.178
C 0.06627 1.11632 -0.22239 0.156
C -0.57305 1.99504 -0.84152 -0.325
C -0.94722 1.37483 -1.98425 -0.244
C -0.64424 0.15823 -2.06718 0.126
N -0.26503 -0.14025 -0.76647 -0.369
C 0.08346 -1.46585 -0.16626 -0.266
C -1.40492 -1.84880 0.24927 0.305
C -2.40946 -1.27554 0.65251 -0.351
C -3.43641 -2.34006 0.87854 -0.312
C -2.87656 -3.70771 0.32657 0.130
O -1.68085 -3.23124 0.00992 -0.450
H -3.08690 -4.61337 0.30314 0.172
H -4.54948 -2.27931 1.41068 0.225
H -2.68251 -0.41780 1.09538 0.245
H 0.44233 -1.16378 0.81549 0.245
H 0.56826 -2.36369 -0.76315 0.253
C -1.23179 -1.01498 -2.98331 -0.426
H -1.86994 -0.47582 -3.67180 0.230
H -1.67467 -1.97931 -2.35211 0.249
C -0.03115 -1.27602 -3.72254 -0.525
C 0.48963 -0.13169 -4.56501 0.834
O -0.00824 0.19137 -5.44996 -0.507
O 1.75190 0.23394 -3.92780 -0.732
H 1.87379 1.08180 -4.40271 0.472
H -0.21749 -2.07365 -4.53753 0.210
H 0.84956 -1.74647 -3.15455 0.219
H -1.61389 1.84015 -2.90900 0.193
H -0.29089 3.01966 -0.81052 0.226
H 2.22105 0.20675 0.59297 0.188
H 3.53303 0.32699 2.76274 0.217
H 2.27609 1.12351 5.74619 0.204
H 2.51193 2.95753 5.14464 0.207
H 3.66638 1.81557 4.91399 0.197
```

- molecular weight (g mol⁻¹) = 309.37
- E_LUMO (eV) = 0.63
- E_HOMO (eV) = -8.01
- Kohn-Sham gap (eV) = 8.6
- spin multiplicity = 1
- E (eV) = -27628.4858
- energy above the lowest of the compared OMol25 structures with the same formula, charge and spin (eV) = 16.660
- strongest force on any atom (eV Å⁻¹) = 18.9

DFT (ωB97M-V/def2-TZVPD) results for a structure of composition C19H20As2CoF5IO2.

The geometry in XYZ format:
```
50
Properties=species:S:1:pos:R:3:nbo_charge:R:1
Co 0.38534 -0.13354 0.44951 1.247
C -1.89860 -0.23358 3.06251 -0.953
As -0.68101 -1.63560 3.70859 0.936
C 0.96012 -1.05900 2.73963 -1.009
C -1.43370 -3.13442 2.67961 -0.328
C -1.91015 -4.12261 3.54442 -0.211
C -2.61226 -5.22524 3.08012 -0.179
C -2.84930 -5.36562 1.72464 -0.208
C -2.36776 -4.40633 0.84770 -0.141
C -1.66300 -3.29620 1.30674 -0.375
As -0.99973 -2.10919 -0.07337 0.828
C -2.55324 -1.73275 -1.16613 -0.928
C 0.03221 -3.31733 -1.18235 -0.927
H -2.88355 -0.43538 3.48046 0.249
H -1.97845 -0.19129 1.97631 0.207
H -1.55803 0.73247 3.43716 0.224
H 1.78485 -1.02782 3.45110 0.273
H 0.85041 0.00031 2.44000 0.185
H 1.29100 -1.72492 1.93848 0.245
H -1.73287 -4.02457 4.60876 0.229
H -2.97186 -5.96825 3.77931 0.231
H -3.39860 -6.21717 1.34635 0.230
H -2.54526 -4.53308 -0.21394 0.201
H -2.94340 -2.64700 -1.60828 0.239
H -2.26086 -1.04501 -1.95760 0.250
H -3.32064 -1.26774 -0.55041 0.249
H -0.56351 -4.19541 -1.42339 0.236
H 0.92873 -3.61919 -0.64519 0.253
H 0.32308 -2.79742 -2.09258 0.257
F 1.70114 -0.56013 -2.00662 -0.355
C 2.04018 -0.32208 -0.69251 0.170
F 2.70840 -1.45519 -0.25812 -0.361
C 3.08058 0.79210 -0.71699 0.900
F 3.44301 1.09376 0.54691 -0.330
F 2.53404 1.90560 -1.25037 -0.332
F 4.17443 0.50103 -1.40749 -0.294
I 2.73871 7.01486 3.73780 0.381
C 1.58078 5.62574 2.78712 -0.085
C 2.10481 4.95250 1.65903 -0.213
C 1.33347 4.03949 0.99709 -0.162
C 0.03961 3.74895 1.48205 -0.010
C -0.49875 4.46202 2.58128 -0.115
C 0.27627 5.37213 3.24610 -0.256
C -0.82424 2.76897 0.77103 0.765
O -1.81636 3.38018 0.36939 -0.412
O -0.52791 1.56654 0.59321 -0.818
H 3.11224 5.16446 1.32895 0.252
H 1.71479 3.51634 0.13120 0.260
H -1.51935 4.26897 2.88202 0.251
H -0.10844 5.90648 4.10296 0.252
```

- molecular weight (g mol⁻¹) = 711.04
- expectation value of S² = 6.037
- E_LUMO (alpha / beta) (eV) = -3.20 / -7.12
- E_HOMO (alpha / beta) (eV) = -11.78 / -11.87
- Kohn-Sham gap (alpha / beta) (eV) = 8.6 / 4.8
- spin multiplicity = 5
- E (eV) = -205106.0346
- energy above the lowest of the compared OMol25 structures with the same formula, charge and spin (eV) = 1.330
- strongest force on any atom (eV Å⁻¹) = 0.1
- total charge = +1

Number 2 is which compound? C19H19N3OPtS2

Which value of molecular weight does entry 1 give? 597.54 g mol⁻¹

energy above the lowest of the compared OMol25 structures with the same formula, charge and spin of number 2 (C19H19N3OPtS2)? 0.000 eV

Which of these has the lowest E? C19H20As2CoF5IO2